The following is a DFT calculation (ωB97M-V/def2-TZVPD) of a 13-piece molecular cluster, C21H72O25P4 overall.

Last column: Mulliken charge in e.
Cartesian coordinates (Å):
1 C 4.839 -1.132 -0.157  -0.38
2 O 4.763 -1.623 -1.455  -0.47
3 H 3.852 -0.986 0.283  0.11
4 H 5.329 -1.936 0.392  0.45
5 H 5.363 -0.180 -0.078  0.00
6 H 4.531 -2.555 -1.463  0.24
7 C 1.273 -5.574 -3.946  0.06
8 O 0.987 -5.254 -5.326  -0.53
9 H 0.726 -6.422 -3.533  0.24
10 H 2.332 -5.826 -3.890  0.29
11 H 1.115 -4.696 -3.320  -0.33
12 H 1.052 -4.311 -5.494  0.30
13 C -0.814 1.577 3.419  -0.53
14 O -1.514 0.357 3.159  -0.39
15 H -1.056 2.417 2.767  0.04
16 H -0.951 1.817 4.473  0.42
17 H 0.253 1.416 3.267  0.32
18 H -1.139 0.023 2.341  0.44
19 C -0.595 -6.638 0.552  -0.33
20 O 0.031 -7.893 0.269  -0.52
21 H 0.004 -5.901 1.088  0.04
22 H -0.976 -6.142 -0.341  0.18
23 H -1.427 -6.745 1.248  0.31
24 H -0.685 -8.417 -0.099  0.31
25 C 1.715 -2.860 3.229  -0.17
26 O 0.928 -4.078 3.110  -0.46
27 H 2.775 -3.097 3.151  0.26
28 H 1.406 -2.208 2.412  -0.24
29 H 1.502 -2.317 4.150  0.39
30 H 0.724 -4.297 4.022  0.28
31 C -5.168 2.190 -1.770  -0.40
32 O -6.438 2.800 -1.869  -0.57
33 H -4.602 2.593 -0.930  0.15
34 H -5.318 1.133 -1.552  0.06
35 H -4.596 2.458 -2.658  0.42
36 H -6.696 2.840 -2.793  0.33
37 C 1.479 4.159 2.510  -0.28
38 O 2.559 3.263 2.747  -0.44
39 H 0.719 3.622 1.942  -0.41
40 H 1.022 4.568 3.411  0.47
41 H 1.723 4.962 1.814  0.33
42 H 3.075 3.655 3.455  0.26
43 C 4.240 1.174 -2.963  0.15
44 O 4.552 -0.003 -3.718  -0.59
45 H 5.078 1.503 -2.349  -0.17
46 H 3.932 2.030 -3.565  0.38
47 H 3.415 0.880 -2.315  -0.19
48 H 4.718 -0.693 -3.071  0.46
49 C -1.344 4.649 0.605  -0.41
50 O -2.725 4.454 0.450  -0.45
51 H -1.153 4.757 1.673  0.33
52 H -0.711 3.898 0.132  -0.06
53 H -0.967 5.569 0.158  0.41
54 H -3.192 5.203 0.826  0.28
55 C -7.199 -2.688 -3.164  -0.64
56 O -5.915 -2.984 -3.657  -0.35
57 P -4.835 -1.781 -3.671  0.72
58 O -5.352 -0.525 -4.224  -0.67
59 O -4.328 -1.634 -2.140  0.38
60 C -3.700 -2.759 -1.544  -0.74
61 O -3.519 -2.281 -4.444  -0.40
62 C -2.418 -1.428 -4.668  -0.46
63 H -7.188 -1.863 -2.453  0.26
64 H -7.622 -3.478 -2.543  0.27
65 H -7.899 -2.607 -3.996  0.27
66 H -3.544 -2.642 -0.472  0.23
67 H -2.683 -2.901 -1.910  0.20
68 H -4.382 -3.608 -1.588  0.34
69 H -2.280 -1.341 -5.746  0.31
70 H -1.576 -1.921 -4.182  0.15
71 H -2.581 -0.461 -4.190  0.19
72 C -5.264 -0.904 5.973  -0.71
73 O -5.282 0.302 5.235  -0.29
74 P -5.770 0.373 3.704  0.97
75 O -7.012 -0.386 3.412  -0.75
76 O -5.835 1.959 3.307  -0.39
77 C -4.907 2.946 3.766  -0.43
78 O -4.480 -0.091 2.851  -0.07
79 C -4.363 0.199 1.481  -0.73
80 H -5.487 -1.795 5.385  0.32
81 H -5.867 -0.807 6.875  0.25
82 H -4.223 -1.059 6.258  0.26
83 H -4.585 3.548 2.916  0.09
84 H -4.115 2.378 4.254  0.28
85 H -5.433 3.570 4.488  0.27
86 H -5.268 0.560 0.991  0.54
87 H -4.074 -0.700 0.937  0.25
88 H -3.610 0.947 1.233  0.02
89 C 1.013 -3.052 -0.682  0.08
90 O 0.038 -2.041 -1.179  -0.33
91 P -0.291 -0.591 -0.487  0.50
92 O -0.979 -0.668 0.796  -0.57
93 O 1.186 0.073 -0.402  0.24
94 C 1.423 1.311 0.141  -0.50
95 O -1.023 0.279 -1.649  -0.26
96 C -1.841 1.342 -1.373  0.10
97 H 1.530 -2.797 0.244  -0.05
98 H 1.646 -3.302 -1.534  0.11
99 H 0.557 -3.971 -0.314  0.04
100 H 0.572 1.975 0.294  -0.40
101 H 2.065 1.946 -0.470  0.24
102 H 2.019 1.140 1.038  0.50
103 H -1.393 2.263 -1.746  0.32
104 H -1.998 1.644 -0.337  -0.25
105 H -2.823 1.200 -1.824  -0.11
106 C 8.062 0.995 -1.428  -0.57
107 O 8.385 1.412 -0.146  -0.36
108 P 7.809 2.849 0.440  0.91
109 O 8.105 3.035 1.891  -0.69
110 O 6.199 2.803 0.078  -0.03
111 C 5.239 3.564 0.722  -0.42
112 O 8.422 3.948 -0.650  -0.30
113 C 9.671 4.511 -0.454  -0.75
114 H 7.628 -0.004 -1.393  0.22
115 H 8.932 0.889 -2.075  0.36
116 H 7.390 1.653 -1.980  0.21
117 H 4.255 3.129 0.546  -0.11
118 H 5.273 4.607 0.405  0.37
119 H 5.430 3.469 1.790  0.34
120 H 10.390 4.108 -1.167  0.26
121 H 10.011 4.369 0.572  0.34
122 H 9.740 5.595 -0.548  0.26

Calculated values
E_tot = -111289.815 eV
Total charge = 0
E_HOMO = -9.789 eV
Relative energy (zero: lowest compared OMol25 entry of this formula, charge and spin) = 48.6 kcal per mole
LUMO level = 0.1417 eV